Molecular formula: C6H24ClN12O10
Method: DFT, ωB97M-V/def2-TZVPD

Results
E_LUMO: 1.88 eV
Kohn-Sham gap: 7.48 eV
total charge: -1
2S+1: 1
F_max: 7.1 eV/Å

Geometry (Å):
N (-0.7397, -26.8368, -15.5439)
H (-5.9021, -17.2328, -15.2172)
O (-5.7510, -21.9222, -9.3773)
N (-7.5090, -19.3762, -4.0250)
C (-12.3604, -15.3639, -13.6239)
H (-13.9963, -16.3471, -14.3839)
O (-6.7464, -22.1201, -11.5379)
N (1.0720, -16.8757, -10.8756)
H (-7.3376, -19.4980, -5.0129)
H (0.4648, -18.3223, -12.2619)
H (-6.4117, -15.9660, -16.4331)
N (-6.1664, -31.2660, -10.7307)
H (-4.8537, -20.5545, -2.9540)
N (-13.5021, -15.4876, -14.1910)
N (-1.9058, -25.6096, -14.1521)
H (-0.7184, -27.2654, -16.4582)
N (-11.6777, -16.4824, -13.4264)
H (-8.4902, -19.4169, -3.7893)
N (-5.6353, -20.2904, -3.5366)
H (-12.0882, -17.4017, -13.3460)
H (-10.8208, -16.2018, -12.9715)
H (-7.2035, -28.5895, -11.7052)
O (0.8199, -15.3609, -12.5106)
Cl (-6.2708, -21.2556, -10.5412)
H (-5.7422, -19.6043, -17.5983)
C (-6.6115, -19.5162, -3.1360)
H (-5.6325, -19.2800, -15.8658)
N (-7.0084, -29.3307, -11.0474)
C (-6.3318, -30.3020, -11.5459)
C (0.9029, -16.5015, -12.0934)
O (-7.0087, -20.1029, -10.2182)
C (-1.5584, -25.8178, -15.3838)
O (-6.7820, -19.1827, -1.9419)
O (-2.0619, -25.3080, -16.3099)
H (1.4308, -17.8034, -10.7006)
H (0.4490, -17.3440, -13.8022)
H (-2.5644, -24.8529, -14.0349)
O (-5.8711, -17.3955, -18.3549)
H (-14.0668, -14.6914, -14.4502)
O (-5.9345, -30.4276, -12.7194)
N (-5.6415, -18.9628, -16.8247)
H (-5.7253, -32.1125, -11.0607)
H (-5.4714, -20.5903, -4.4871)
C (-6.0006, -17.7277, -17.1895)
O (-5.0975, -20.7328, -11.1752)
H (-7.0597, -29.1890, -10.0487)
N (-6.1068, -16.8841, -16.1428)
H (-6.4258, -31.1948, -9.7572)
O (-11.8596, -14.3349, -13.2755)
N (0.7008, -17.5299, -12.8419)
H (-0.6437, -27.4943, -14.7832)
H (1.3121, -16.0752, -10.3085)
H (-1.6503, -26.2294, -13.3967)

Molecular formula: C6H24FN12O6
Method: DFT, ωB97M-V/def2-TZVPD

Results
E_LUMO: 2.25 eV
Kohn-Sham gap: 9.49 eV
total charge: -1
2S+1: 1
F_max: 2.8 eV/Å

Geometry (Å):
H (-5.6196, 10.2698, 7.7507)
N (-4.5940, 8.4557, 4.1065)
H (-8.1937, 10.2207, 4.6047)
C (-7.2597, 13.7574, 7.2817)
N (-8.8235, 9.9218, 3.8598)
C (-8.9526, 9.0536, 8.7813)
N (-6.1363, 13.3428, 6.6064)
H (-3.0048, 11.7336, 6.0361)
H (-3.8499, 8.1201, 3.5203)
F (-7.1021, 10.3709, 5.9349)
H (-6.2320, 15.0992, 2.5796)
H (-7.4197, 7.7933, 9.0320)
H (-11.4648, 10.5450, 5.4709)
O (-11.0725, 9.9148, 3.2001)
H (-5.0836, 13.8618, 2.6127)
H (-5.3114, 13.9000, 6.7038)
H (-7.6137, 8.4290, 7.3603)
H (-6.7815, 8.7050, 5.2871)
H (-9.8740, 10.8008, 8.2855)
H (-6.2967, 12.5171, 6.0544)
N (-6.5472, 7.7298, 5.0970)
O (-9.4562, 8.9111, 9.8938)
H (-4.4776, 9.6669, 9.0327)
N (-4.7116, 10.1046, 8.1533)
N (-7.8667, 8.3526, 8.3285)
N (-9.3347, 10.0374, 7.9222)
N (-3.7156, 11.1187, 6.3797)
H (-5.8185, 11.9183, 3.5652)
H (-5.0054, 9.3591, 3.9777)
H (-9.8011, 10.4790, 6.0237)
N (-10.4901, 10.4100, 5.2832)
H (-8.7110, 10.1090, 7.1346)
H (-8.0787, 12.0855, 6.5710)
N (-6.0370, 14.1289, 2.7587)
H (-4.5713, 10.9144, 5.8886)
C (-7.1185, 13.3720, 3.1188)
H (-8.4271, 9.8586, 2.9377)
N (-8.2866, 12.9088, 7.1143)
N (-6.7944, 12.0927, 3.3939)
O (-7.2711, 14.7510, 8.0153)
O (-8.2687, 13.7840, 3.0260)
H (-6.9826, 6.9388, 5.5367)
O (-4.7721, 6.3448, 4.9623)
O (-2.4562, 10.6623, 8.1738)
C (-3.5819, 10.6513, 7.6756)
C (-5.2514, 7.4557, 4.7428)
C (-10.1588, 9.9960, 4.0268)
H (-7.4025, 11.3155, 3.6208)
H (-9.2109, 13.0300, 7.4769)

Molecular formula: C6H24N12O6
Method: DFT, ωB97M-V/def2-TZVPD

Results
E_LUMO: 0.34 eV
Kohn-Sham gap: 9.70 eV
total charge: 0
2S+1: 1
F_max: 10.5 eV/Å
SMILES string: NC(N)=O.NC(N)=O.NC(N)=O.NC(N)=O.NC(N)=O.NC(N)=O

Geometry (Å):
H (-5.0848, 3.8819, 0.9783)
O (-0.5507, 0.9895, -0.7045)
N (3.6944, -6.6588, -1.4203)
H (6.0342, 9.0479, -0.0259)
N (1.5179, 1.0915, -1.3387)
H (6.2270, 6.4507, 2.3431)
N (-5.0082, -3.6834, -2.2213)
H (-4.0790, -6.5722, -3.0703)
N (-0.3505, -4.3686, 3.3522)
N (3.8300, -5.9962, -3.5408)
C (5.4975, 8.2742, 1.8481)
H (0.3921, -5.9827, 4.6983)
H (5.1634, 9.9995, 0.9572)
H (-0.6119, -5.3096, 3.0944)
H (-3.2063, -5.2226, -2.4234)
O (-5.8082, 4.5870, -1.2904)
H (1.2364, 0.1494, -1.5695)
H (3.3803, -5.6634, -4.3817)
N (0.6354, -5.0795, 5.0793)
O (0.8928, -2.9322, 4.5158)
O (2.1061, -5.2916, -2.3071)
N (-4.0501, -5.5892, -2.8401)
H (1.8415, 3.1006, -0.3345)
H (0.1210, 3.2618, 0.1198)
H (3.0884, -6.7836, -0.6220)
H (-5.8379, -3.1478, -2.0097)
H (-4.1327, -3.1903, -2.3235)
O (-6.2390, -5.4563, -2.5375)
C (0.4973, -4.0931, 4.2719)
C (-5.1741, -4.9112, -2.5684)
C (0.5495, 1.5770, -0.7575)
H (-5.4542, 5.4892, 1.6154)
H (4.7431, -6.4279, -3.5453)
N (6.1394, 7.1374, 1.6077)
C (-5.7935, 5.2065, -0.2976)
H (-7.0320, 6.7035, -0.7515)
H (-0.5216, -3.5734, 2.7534)
N (-6.2667, 6.4328, -0.1505)
H (2.2505, 1.5175, -1.8882)
N (0.8816, 2.7867, -0.3448)
H (0.9598, -4.8589, 6.0100)
C (3.2004, -5.9673, -2.4241)
H (4.5097, -7.2370, -1.5655)
N (-5.3963, 4.8340, 0.8490)
H (6.6635, 6.9058, 0.7760)
H (-5.9981, 6.9306, 0.6862)
N (5.4078, 9.0383, 0.7663)
O (5.1348, 8.6036, 2.9320)

The records above yield highest occupied orbital energy values of -5.599 -7.238 -9.354 eV, respectively.